C22H23ClN2O7S in the gas phase. Source: the Open Molecules 2025 dataset; level of theory: ωB97M-V/def2-TZVPD.

Properties
HOMO level = -0.306 Ha
Maximum force = 1.3 eV/A
E_LUMO = -0.007 eV
SMILES string = COc1cc(OC)c(N(C)S(=O)(=O)c2cccc(C(=O)OCc3c(C)noc3C)c2)cc1Cl
Molar mass = 494.953 g mol⁻¹
Gap between HOMO and LUMO = 0.30621 Eh

Structure (XYZ):
```
56
C22H23ClN2O7S | the Open Molecules 2025 dataset | ωB97M-V/def2-TZVPD
C 3.796 4.046 0.612
O 4.558 2.894 0.343
C 3.930 1.778 -0.094
C 2.557 1.661 -0.282
C 1.982 0.472 -0.718
O 0.636 0.303 -0.863
C -0.225 1.395 -0.630
C 2.807 -0.628 -1.012
N 2.311 -1.883 -1.415
C 1.335 -1.989 -2.474
S 2.250 -2.984 -0.154
O 3.581 -3.208 0.317
O 1.475 -4.107 -0.588
C 1.363 -2.055 1.100
C 2.079 -1.359 2.056
C 1.407 -0.518 2.930
C 0.037 -0.365 2.819
C -0.676 -1.068 1.849
C -2.131 -0.808 1.705
O -2.721 0.062 2.300
O -2.703 -1.623 0.818
C -4.069 -1.344 0.481
C -4.143 -0.132 -0.382
C -3.603 0.014 -1.694
C -2.930 -1.025 -2.510
N -3.776 1.239 -2.114
O -4.412 1.925 -1.129
C -4.626 1.116 -0.083
C -5.283 1.660 1.127
C -0.004 -1.928 0.984
C 4.177 -0.513 -0.818
C 4.734 0.664 -0.362
Cl 6.432 0.783 -0.114
H 3.269 4.398 -0.281
H 3.076 3.874 1.419
H 4.514 4.802 0.927
H 1.923 2.503 -0.063
H 0.013 2.242 -1.280
H -1.224 1.038 -0.873
H -0.199 1.709 0.418
H 0.461 -1.357 -2.309
H 1.036 -3.034 -2.511
H 1.807 -1.713 -3.418
H 3.149 -1.491 2.096
H 1.955 0.027 3.683
H -0.506 0.303 3.471
H -4.649 -1.194 1.396
H -4.412 -2.235 -0.048
H -3.639 -1.810 -2.769
H -2.542 -0.580 -3.421
H -2.117 -1.477 -1.943
H -6.256 1.194 1.277
H -4.660 1.451 1.995
H -5.414 2.732 1.016
H -0.528 -2.486 0.226
H 4.797 -1.373 -1.010
```


A molecular structure, C6H24NO6. Source: the Open Molecules 2025 dataset; level of theory: ωB97M-V/def2-TZVPD.

Properties
Charge = -1
HOMO level = -0.200 Ha
Maximum force = 2.3 eV/A
Energy above the lowest of the compared OMol25 structures with the same formula, charge and spin = 36.8 kcal/mol
E_LUMO = 3.301 eV
Molar mass = 206.259 g mol⁻¹
Gap between HOMO and LUMO = 0.32108 Eh

Structure (XYZ):
```
37
C6H24NO6 | the Open Molecules 2025 dataset | ωB97M-V/def2-TZVPD
C -0.087 0.012 -2.423
C -1.444 -0.412 -1.876
C -1.497 -1.235 -0.565
O -1.593 -0.438 0.608
C 0.949 0.820 -1.508
N 2.291 0.192 -1.358
C 2.364 -1.259 -1.076
C 3.081 0.875 -0.373
H -0.237 0.479 -3.397
H 0.393 -0.961 -2.597
H -2.022 -1.036 -2.594
H -2.079 0.464 -1.617
H -0.501 -1.665 -0.449
H -2.355 -1.924 -0.516
H 1.123 1.810 -1.978
H 0.352 1.015 -0.598
H 3.214 -1.625 -1.681
H 2.586 -1.453 -0.014
H 1.557 -1.830 -1.482
H 4.138 0.955 -0.596
H 2.760 1.909 -0.266
H 3.131 0.387 0.629
H -1.447 2.459 -1.564
H -2.066 2.826 -0.249
O -2.131 3.039 -1.225
H -0.461 -0.828 3.310
H -1.319 -1.030 2.133
O -1.115 -1.486 3.030
H 0.103 -2.931 2.618
H -0.065 -2.555 1.215
O 0.459 -3.168 1.743
H 1.103 0.473 2.016
H -0.132 1.385 2.152
O 0.491 0.815 2.683
H -2.086 1.775 1.572
H -1.257 0.814 0.663
O -1.318 1.946 0.999
```


C4H5N in the gas phase. Source: the Open Molecules 2025 dataset; level of theory: ωB97M-V/def2-TZVPD.

Properties
HOMO level (alpha / beta) = -0.297 / -0.335 Ha
Maximum force = 6.4 eV/A
Energy above the lowest of the compared OMol25 structures with the same formula, charge and spin = 136.9 kcal/mol
E_LUMO (alpha / beta) = 0.161 / -0.343 eV
Molar mass = 67.091 g mol⁻¹
Gap between HOMO and LUMO (alpha / beta) = 0.30252 / 0.32207 Eh

Structure (XYZ):
```
10
C4H5N | the Open Molecules 2025 dataset | ωB97M-V/def2-TZVPD
C 0.635 -0.491 0.820
C 0.459 0.728 0.235
C -0.215 -1.505 0.539
C -0.587 0.666 -0.784
N -1.267 -0.524 -0.871
H 1.495 -0.504 1.594
H 1.030 1.524 0.586
H -0.217 -2.528 0.647
H -1.151 1.638 -0.989
H -0.181 0.996 -1.776
```


C2H3N5O in the gas phase. Source: the Open Molecules 2025 dataset; level of theory: ωB97M-V/def2-TZVPD.

Properties
HOMO level = -0.377 Ha
Maximum force = 8.7 eV/A
Energy above the lowest of the compared OMol25 structures with the same formula, charge and spin = 121.3 kcal/mol
E_LUMO = -0.861 eV
SMILES string = [H]/N=c1/nno/c(=N/[H])[nH]1
Molar mass = 113.080 g mol⁻¹
Gap between HOMO and LUMO = 0.34568 Eh

Structure (XYZ):
```
11
C2H3N5O | the Open Molecules 2025 dataset | ωB97M-V/def2-TZVPD
H -2.741 -0.679 -1.168
N -2.082 -1.032 -0.268
C -0.894 -0.740 -0.020
N -0.110 -1.885 0.631
N 0.851 -1.468 1.424
O 0.978 -0.024 1.543
C 0.907 0.805 0.368
N 1.718 1.726 0.144
H 1.572 2.082 -0.883
N 0.003 0.296 -0.569
H -0.202 0.918 -1.202
```